{
  "formula": "C14H30N3O3",
  "method": "ωB97M-V with the def2-TZVPD basis set",
  "symbols": ["O", "O", "O", "C", "C", "C", "N", "N", "C", "C", "C", "C", "C", "C", "C", "C", "C", "C", "C", "N", "H", "H", "H", "H", "H", "H", "H", "H", "H", "H", "H", "H", "H", "H", "H", "H", "H", "H", "H", "H", "H", "H", "H", "H", "H", "H", "H", "H", "H", "H"],
  "coordinates": [[-3.46017, -4.84755, -1.54836], [-0.26364, 4.03453, 0.84832], [1.43537, -2.04739, -1.16655], [-2.82390, -3.96156, -2.09289], [0.78056, 3.63505, 0.34479], [0.70507, -2.81731, -1.78267], [1.21414, -3.97705, -2.21349], [-1.68878, -3.53096, -1.54587], [-3.32324, -3.36543, -3.39369], [0.55325, -5.01393, -3.00836], [-0.55489, 0.17521, 0.68122], [-2.66325, -1.11878, 0.67312], [-1.22893, -1.08892, 0.13912], [-1.20774, -1.11599, -1.40883], [3.53218, 4.02247, 3.03750], [1.33511, 3.06663, 3.28774], [1.58881, 5.42343, 2.81560], [2.13986, 3.77129, 1.06957], [-0.78714, -2.47152, -2.02538], [2.13656, 4.07000, 2.54121], [0.74895, 3.18782, -0.64476], [2.18392, -4.12445, -1.97681], [-1.43896, -3.99967, -0.68811], [-2.61079, -3.57255, -4.18932], [-4.27932, -3.82619, -3.64075], [-3.46159, -2.29324, -3.27736], [1.30371, -5.67102, -3.45132], [-0.10116, -5.61511, -2.37340], [-0.03541, -4.56755, -3.81170], [-1.07245, 1.05977, 0.30921], [-0.58787, 0.16150, 1.77043], [0.48624, 0.18375, 0.35800], [-2.65219, -1.13280, 1.76288], [-3.21875, -0.24602, 0.32904], [-3.16824, -2.02047, 0.32513], [-0.69442, -1.95020, 0.54004], [-2.19101, -0.84025, -1.79083], [-0.51202, -0.35977, -1.77512], [3.58064, 4.29344, 4.09882], [4.17006, 4.71967, 2.48191], [3.95354, 3.01654, 2.92709], [0.27892, 3.11318, 2.99523], [1.69608, 2.05015, 3.09265], [1.38981, 3.24483, 4.36800], [1.65019, 5.66273, 3.88355], [2.14227, 6.19154, 2.26358], [0.53478, 5.48763, 2.51931], [2.69793, 4.55518, 0.54652], [2.67818, 2.83181, 0.90236], [-0.89028, -2.38248, -3.10634]],
  "atomic_forces_ev_per_a": [[-0.1, -0.1, 0.2], [1.8, -0.7, -0.8], [-0.4, 0.4, -0.1], [-1.7, -0.9, -0.6], [-1.9, 1.3, 2.1], [0.1, 0.7, 1.0], [-0.3, -1.0, -0.8], [2.1, 0.8, 0.1], [0.2, 0.0, 0.3], [-0.1, 0.1, 0.3], [0.2, -0.5, -0.2], [0.3, -0.5, -0.1], [-0.4, 0.5, -0.1], [0.9, -0.2, 0.2], [1.2, -0.1, 0.2], [-0.9, -0.9, 0.5], [-0.7, 1.2, 0.1], [-0.2, -0.5, -1.0], [-0.6, 0.1, 0.3], [-0.3, 0.1, -0.1], [0.5, -0.2, -0.3], [-0.1, 0.2, 0.0], [-0.1, 0.0, 0.0], [0.0, 0.2, -0.2], [0.2, 0.0, 0.1], [0.1, 0.2, -0.2], [0.0, 0.2, 0.1], [0.0, 0.0, -0.2], [0.0, -0.1, 0.0], [0.0, 0.1, 0.0], [0.0, 0.2, 0.1], [0.1, 0.1, 0.0], [-0.1, 0.0, 0.0], [-0.1, 0.0, 0.0], [-0.2, 0.0, 0.0], [0.1, -0.1, -0.1], [-0.1, -0.2, -0.1], [0.1, 0.0, 0.0], [-0.3, 0.0, -0.3], [-0.3, -0.1, 0.0], [-0.3, 0.2, -0.1], [0.4, 0.2, -0.1], [0.1, 0.3, -0.1], [0.2, 0.2, -0.3], [0.2, -0.4, -0.2], [0.1, -0.4, 0.0], [0.4, -0.3, 0.0], [0.0, 0.0, 0.2], [0.0, 0.1, 0.2], [-0.1, -0.1, -0.2]],
  "mulliken_charge": [-0.67, -0.46, -0.69, 0.60, 0.00, 0.26, -0.16, 0.08, -0.99, -0.76, -1.83, -1.71, 1.00, -1.34, -0.88, -0.91, -0.88, -0.68, -0.36, -0.03, 0.45, 0.29, 0.32, 0.25, 0.35, 0.28, 0.34, 0.27, 0.23, 0.39, 0.44, 0.40, 0.43, 0.38, 0.37, 0.38, 0.42, 0.40, 0.38, 0.38, 0.39, 0.39, 0.39, 0.40, 0.39, 0.40, 0.37, 0.43, 0.47, 0.62],
  "homo_energy_ev": -11.255,
  "total_charge": 1,
  "orbital_gap_ev": 8.163,
  "molar_mass_da": 288.41,
  "e_lumo_ha": -0.1136
}

{
  "formula": "C15H28N5O7",
  "method": "ωB97M-V with the def2-TZVPD basis set",
  "symbols": ["O", "O", "O", "O", "O", "O", "O", "C", "C", "C", "C", "C", "N", "N", "N", "N", "N", "C", "C", "C", "C", "C", "C", "C", "C", "C", "C", "H", "H", "H", "H", "H", "H", "H", "H", "H", "H", "H", "H", "H", "H", "H", "H", "H", "H", "H", "H", "H", "H", "H", "H", "H", "H", "H", "H"],
  "coordinates": [[5.12526, -1.77500, -3.78466], [4.00193, -2.80465, 0.39532], [-6.89783, -0.14754, 2.31604], [-5.12262, 3.74200, 1.69301], [-4.73739, 1.65008, 2.60254], [-2.70533, -0.04455, 1.55784], [-1.70636, 2.01358, -0.24212], [3.97118, -1.40973, -3.60619], [4.58280, -2.42343, -0.62075], [1.27336, 0.66159, -0.02393], [2.32484, -0.17720, 0.22585], [0.50991, -1.08231, 1.11780], [0.14782, 0.07856, 0.53430], [5.38723, -3.22075, -1.32768], [-2.32734, 4.24170, 1.27436], [3.51457, -1.04231, -2.40522], [1.83629, -1.25362, 0.94061], [2.99583, -1.36332, -4.75945], [5.71685, -4.60501, -0.99250], [-5.63788, -0.42047, 1.69834], [-4.18190, 2.96299, 2.42523], [-4.94332, 0.90681, 1.37813], [-3.58211, 0.69151, 0.68530], [-2.99207, 2.07672, 0.38410], [-2.83346, 2.90580, 1.66758], [3.76766, 0.02471, -0.18879], [4.34253, -1.00673, -1.18695], [-6.76548, 0.41981, 3.09710], [-5.99716, 3.65709, 2.11139], [-2.95261, 0.17667, 2.47870], [-1.39330, 2.94344, -0.28988], [1.31133, 1.60453, -0.55808], [-0.16681, -1.77585, 1.61041], [-0.80664, 0.46582, 0.48806], [5.74133, -2.84909, -2.20451], [-3.06459, 4.74802, 0.77228], [-2.04413, 4.78207, 2.09421], [2.54589, -0.77536, -2.33858], [2.40387, -2.06828, 1.19302], [3.49318, -1.72657, -5.65912], [2.67093, -0.33731, -4.92163], [2.13886, -1.99832, -4.54464], [6.00370, -4.68113, 0.05843], [6.54776, -4.94719, -1.61242], [4.85314, -5.24771, -1.17315], [-5.01837, -1.02318, 2.37027], [-5.79513, -0.99401, 0.77878], [-4.01629, 3.41899, 3.40835], [-5.60117, 1.46361, 0.70027], [-3.72142, 0.14774, -0.25623], [-3.68196, 2.60108, -0.28845], [-2.10001, 2.42003, 2.31996], [3.86484, 1.01837, -0.63071], [4.38792, 0.01904, 0.71040], [5.33189, -0.64172, -1.47235]],
  "atomic_forces_ev_per_a": [[0.1, 0.1, 0.3], [-0.1, 0.1, 0.5], [0.2, -0.1, -0.2], [0.5, -0.2, 0.1], [0.5, -0.2, 0.1], [-0.1, 0.1, -0.1], [-0.1, -0.1, -0.1], [0.8, -0.5, -1.4], [-0.6, -0.5, 0.0], [0.2, -0.6, 0.2], [0.4, 0.4, -0.5], [0.3, 0.6, -0.5], [0.6, -0.9, 0.3], [0.5, 0.4, -0.4], [-0.2, -0.5, 0.2], [-0.3, 0.3, 1.4], [-1.3, 0.6, 0.0], [0.1, 0.0, 0.1], [-0.3, 0.1, 0.2], [-0.2, 0.9, 1.0], [-0.8, -0.2, -0.7], [0.4, -0.1, -0.6], [0.1, 0.7, 0.5], [0.2, 0.4, 0.3], [-0.9, 0.7, -0.4], [-0.2, -0.8, 0.3], [0.2, 0.2, -0.6], [0.2, -0.4, -0.5], [0.5, 0.1, 0.0], [0.1, -0.1, -0.6], [-0.2, -0.5, 0.2], [-0.4, -0.3, 0.2], [0.2, 0.3, -0.1], [0.4, 0.0, 0.1], [-0.1, 0.1, 0.1], [0.3, -0.1, 0.4], [-0.2, -0.1, -0.4], [0.0, 0.0, 0.1], [0.2, 0.1, -0.2], [0.0, 0.1, 0.2], [-0.2, 0.0, 0.0], [-0.2, 0.1, 0.0], [-0.1, 0.0, -0.1], [-0.2, 0.2, 0.0], [0.1, 0.0, 0.1], [0.1, 0.0, -0.1], [-0.2, 0.2, 0.2], [-0.2, -0.5, 0.1], [0.1, 0.1, 0.2], [0.2, -0.2, 0.3], [-0.1, -0.1, 0.1], [-0.1, 0.1, -0.1], [-0.1, -0.1, 0.0], [0.0, -0.1, -0.1], [-0.1, 0.1, -0.2]],
  "mulliken_charge": [-0.69, -0.81, -0.55, -0.60, -0.44, -0.59, -0.58, 0.81, 0.49, -0.38, 0.18, -0.44, 0.10, -0.10, -0.67, -0.06, 0.14, -1.21, -0.93, -0.60, -0.15, -0.12, -0.19, -0.37, -0.03, -1.32, -0.06, 0.34, 0.36, 0.46, 0.47, 0.45, 0.48, 0.26, 0.29, 0.29, 0.28, 0.23, 0.30, 0.33, 0.34, 0.35, 0.31, 0.35, 0.30, 0.27, 0.36, 0.40, 0.45, 0.59, 0.38, 0.32, 0.41, 0.41, 0.37],
  "homo_energy_ev": -12.360,
  "total_charge": 1,
  "orbital_gap_ev": 10.159,
  "molar_mass_da": 390.42,
  "e_lumo_ha": -0.0809
}

{
  "formula": "C62H42N4PSe3TeY",
  "method": "ωB97M-V with the def2-TZVPD basis set",
  "symbols": ["Y", "C", "C", "C", "C", "C", "C", "C", "C", "C", "C", "C", "C", "C", "C", "C", "C", "C", "C", "C", "N", "C", "C", "C", "C", "C", "C", "C", "C", "C", "C", "C", "C", "N", "C", "C", "C", "C", "C", "N", "C", "C", "C", "C", "C", "C", "C", "C", "N", "H", "H", "H", "H", "H", "H", "H", "H", "H", "H", "H", "H", "H", "H", "H", "H", "H", "H", "H", "H", "H", "H", "H", "H", "H", "H", "H", "H", "Se", "Se", "Te", "Se", "C", "C", "C", "C", "C", "C", "P", "C", "C", "C", "C", "C", "C", "C", "C", "C", "C", "C", "C", "H", "H", "H", "H", "H", "H", "H", "H", "H", "H", "H", "H", "H", "H"],
  "coordinates": [[-0.22703, -0.04132, -0.06941], [4.08924, 1.55006, -6.39676], [3.44502, 2.70724, -5.97756], [2.57509, 2.66353, -4.89296], [2.34180, 1.46949, -4.21675], [2.98427, 0.30907, -4.64718], [3.85396, 0.35281, -5.73092], [1.40537, 1.40127, -3.04750], [1.93888, 1.71025, -1.79004], [3.23726, 2.29504, -1.53501], [3.26012, 2.65414, -0.22787], [1.97409, 2.28894, 0.32808], [1.51282, 2.62558, 1.60774], [2.45370, 3.36286, 2.51585], [2.79558, 4.69398, 2.28850], [3.68215, 5.35454, 3.13191], [4.23991, 4.68837, 4.21730], [3.89696, 3.36366, 4.45761], [3.00597, 2.70814, 3.61514], [0.22458, 2.39090, 2.10989], [-0.74754, 1.64872, 1.51125], [-1.83360, 1.67174, 2.33008], [-3.00867, 0.93630, 2.13204], [-4.01651, 0.92927, 3.24019], [-4.11602, -0.15334, 4.11124], [-5.03284, -0.14145, 5.15588], [-5.86421, 0.95553, 5.34737], [-5.77683, 2.03672, 4.47984], [-4.86121, 2.01930, 3.43463], [-3.30687, 0.18443, 0.99406], [-4.44624, -0.69612, 0.83673], [-4.40364, -1.15778, -0.43440], [-3.26766, -0.52507, -1.06928], [-2.59352, 0.22975, -0.16679], [-2.94160, -0.58924, -2.42925], [-1.85747, 0.08021, -3.01973], [-1.60655, 0.09322, -4.45488], [-0.40617, 0.67541, -4.63042], [0.08231, 1.01412, -3.30252], [-0.84872, 0.70303, -2.36608], [-3.74310, -1.49799, -3.30251], [-3.13006, -2.58865, -3.91668], [-3.87480, -3.45094, -4.71340], [-5.23180, -3.23843, -4.91139], [-5.85075, -2.15292, -4.30104], [-5.10882, -1.29356, -3.50118], [-1.54448, 2.47387, 3.49801], [-0.27409, 2.91950, 3.36313], [1.23344, 1.66703, -0.63255], [4.76658, 1.58034, -7.24193], [3.61464, 3.64323, -6.49660], [2.06648, 3.56143, -4.56027], [2.77252, -0.63215, -4.14715], [4.33962, -0.55862, -6.05839], [4.01318, 2.43225, -2.27278], [4.06368, 3.13705, 0.30683], [2.36012, 5.20559, 1.43790], [3.93781, 6.38998, 2.94075], [4.93719, 5.19908, 4.87083], [4.32667, 2.83218, 5.29828], [2.72831, 1.67545, 3.79877], [-3.46329, -1.00580, 3.96433], [-5.09172, -0.99109, 5.82492], [-6.57343, 0.96810, 6.16630], [-6.42442, 2.89496, 4.61402], [-4.79056, 2.85875, 2.75298], [-5.16769, -0.93589, 1.60205], [-5.05516, -1.88184, -0.89599], [-2.26383, -0.30798, -5.20996], [0.12717, 0.82934, -5.55623], [-2.07498, -2.78468, -3.74890], [-3.38146, -4.30806, -5.15616], [-5.80963, -3.91917, -5.52681], [-6.91038, -1.97733, -4.44503], [-5.58634, -0.44242, -3.03024], [-2.22743, 2.66588, 4.31182], [0.28050, 3.54754, 4.04278], [0.74026, -1.86129, -1.92162], [1.39381, -3.37486, -3.52821], [-2.07815, -4.76299, -0.84791], [-0.92525, -2.58472, -0.33628], [6.84107, -0.56300, 3.61345], [6.36561, -1.84521, 3.36418], [5.23279, -2.04185, 2.57942], [4.55075, -0.95920, 2.02515], [5.05789, 0.31955, 2.26646], [6.18156, 0.52576, 3.05751], [2.95960, -1.04438, 1.05230], [2.96457, -2.82761, 0.62830], [2.16599, -3.76913, 1.26045], [2.18538, -5.09935, 0.84779], [3.02096, -5.49763, -0.18339], [3.83160, -4.55919, -0.81674], [3.78720, -3.23320, -0.42221], [1.76033, -0.99987, 2.45580], [2.15245, -1.01684, 3.80263], [1.19108, -1.11667, 4.79839], [-0.14480, -1.26838, 4.42791], [-0.49958, -1.24236, 3.08689], [0.41615, -1.03038, 2.03926], [7.71945, -0.41461, 4.23101], [6.87501, -2.70289, 3.78902], [4.87011, -3.04829, 2.40414], [4.55068, 1.17083, 1.82620], [6.53827, 1.53427, 3.23378], [1.50084, -3.46319, 2.05756], [1.51015, -5.81055, 1.30846], [2.99491, -6.52149, -0.53926], [4.45457, -4.85215, -1.65330], [4.37217, -2.49319, -0.95831], [3.19948, -0.97180, 4.07962], [1.47795, -1.10518, 5.84420], [-0.90684, -1.38682, 5.19349], [-1.54941, -1.37688, 2.83604]],
  "atomic_forces_ev_per_a": [[-0.9, 2.0, -0.1], [0.0, 0.0, 0.1], [0.0, -0.1, 0.1], [0.1, 0.0, 0.0], [-0.1, 0.0, 0.0], [0.0, 0.0, -0.1], [0.0, 0.0, 0.0], [0.0, 0.0, -0.1], [0.0, 0.2, 0.0], [0.0, -0.1, -0.1], [-0.1, 0.0, 0.0], [0.1, 0.1, 0.0], [0.1, 0.1, 0.1], [0.0, -0.2, -0.1], [0.1, 0.0, 0.0], [0.0, -0.1, 0.0], [-0.1, 0.0, -0.1], [-0.1, 0.0, -0.1], [0.0, 0.0, 0.1], [-0.1, 0.0, 0.1], [0.0, 0.2, 0.0], [0.1, 0.0, 0.1], [-0.1, -0.1, 0.1], [0.1, 0.0, 0.0], [0.0, 0.0, 0.0], [0.0, 0.0, -0.1], [0.1, 0.0, -0.1], [0.0, 0.0, 0.0], [0.0, 0.0, 0.0], [0.0, 0.0, 0.0], [0.0, 0.1, -0.1], [0.0, -0.1, 0.0], [-0.2, 0.2, -0.2], [-0.1, 0.2, 0.3], [0.0, -0.2, -0.1], [-0.1, 0.0, -0.2], [-0.1, -0.1, 0.1], [0.2, 0.1, 0.1], [0.2, -0.1, -0.1], [0.0, 0.1, 0.0], [-0.1, 0.1, 0.0], [0.0, -0.1, 0.0], [0.1, 0.0, 0.0], [0.0, 0.1, 0.1], [0.1, 0.0, 0.0], [0.0, 0.0, -0.1], [-0.1, 0.0, 0.0], [0.1, 0.0, -0.1], [0.0, 0.4, 0.2], [0.0, 0.0, 0.0], [0.0, 0.0, 0.0], [0.0, 0.0, 0.0], [0.0, 0.0, 0.0], [0.0, 0.0, 0.0], [0.0, 0.0, 0.0], [0.0, 0.0, 0.0], [0.0, 0.0, 0.0], [0.0, 0.0, 0.0], [0.0, 0.0, 0.0], [0.0, 0.0, 0.0], [0.0, 0.0, 0.0], [0.0, 0.0, 0.0], [0.0, 0.0, 0.0], [0.0, 0.0, 0.0], [0.0, 0.0, 0.0], [0.0, 0.0, 0.0], [0.0, 0.0, 0.0], [0.0, 0.0, 0.0], [0.0, 0.0, 0.0], [0.0, 0.0, 0.0], [0.0, 0.0, 0.0], [0.0, 0.0, 0.0], [0.0, 0.0, 0.0], [0.0, 0.0, 0.0], [0.0, 0.0, 0.0], [0.0, 0.0, 0.0], [0.0, 0.0, 0.0], [0.8, -0.8, -0.9], [0.0, 0.0, 0.1], [-0.1, 0.1, -0.2], [-0.4, -2.5, 0.1], [-0.1, 0.0, 0.0], [-0.1, 0.0, 0.0], [0.0, 0.0, 0.0], [0.0, 0.3, -0.2], [0.0, 0.0, 0.0], [-0.1, -0.1, 0.0], [0.3, -0.1, 0.7], [0.1, 0.0, 0.0], [-0.1, -0.2, 0.1], [0.0, 0.1, 0.0], [0.0, 0.1, -0.1], [-0.1, -0.1, 0.0], [0.0, 0.0, 0.0], [0.3, 0.0, 0.0], [-0.2, -0.2, -0.1], [-0.1, 0.0, -0.2], [0.1, 0.0, 0.0], [-0.1, 0.0, 0.0], [0.5, 0.1, 0.8], [0.0, 0.0, 0.0], [0.0, 0.0, 0.0], [0.0, 0.0, 0.0], [0.0, 0.0, 0.0], [0.0, 0.0, 0.0], [0.0, 0.0, 0.0], [0.0, 0.0, 0.0], [0.0, 0.0, 0.0], [0.0, 0.0, 0.0], [0.0, 0.0, 0.0], [0.0, 0.0, 0.0], [0.0, 0.0, 0.0], [0.0, 0.0, 0.0], [-0.1, 0.0, 0.0]],
  "mulliken_charge": [-1.36, -0.36, -0.76, 0.09, -0.96, 0.43, -0.82, 1.02, 0.68, -1.61, -0.92, 0.45, 1.16, -0.57, 0.08, -0.83, -0.54, -0.84, 0.19, 0.64, -0.31, 0.95, 0.55, -0.71, 0.40, -0.97, -0.38, -0.77, 0.09, 0.89, -1.47, -1.32, 0.68, -0.23, 0.90, 0.63, -1.42, -1.16, 0.83, -0.14, -0.10, -0.14, -1.04, -0.38, -0.75, -0.12, -1.48, -1.62, -0.11, 0.33, 0.36, 0.44, 0.15, 0.41, 0.51, 0.57, 0.48, 0.38, 0.35, 0.44, 0.56, 0.59, 0.41, 0.36, 0.37, 0.44, 0.52, 0.60, 0.55, 0.46, 0.40, 0.43, 0.35, 0.36, 0.47, 0.48, 0.46, -0.09, -0.71, -0.62, -0.59, -0.50, -0.82, -0.34, -0.65, 0.10, -0.82, 1.06, 0.42, -0.13, -0.65, -0.42, -0.62, -0.33, 1.10, -0.59, -0.91, -0.88, -0.72, 1.83, 0.36, 0.38, 0.42, 0.56, 0.43, 0.27, 0.40, 0.31, 0.32, 0.34, 0.40, 0.30, 0.30, 0.36],
  "homo_energy_ev": -0.858,
  "total_charge": -2,
  "orbital_gap_ev": 4.239,
  "molar_mass_da": 1327.41,
  "e_lumo_ha": 0.1243
}